Molecular formula: C27H35N5O2P2Re
Method: DFT, ωB97M-V with the def2-TZVPD basis set

Properties
- Charge: +2
- Gap between HOMO and LUMO (alpha / beta): 5.14 / 4.48 eV
- Expectation value of S²: 3.832
- Multiplicity: 4
- HOMO (alpha / beta): -13.236 / -13.782 eV

Cartesian coordinates (Å):
Re1 -1.6290 -3.4675 -0.0770
C1 -1.1594 -5.5118 -0.9578
C2 -0.9400 -5.1167 -2.2880
C3 -1.8616 -5.5032 -3.3723
C4 -3.3604 -5.2191 -3.0903
C5 -3.6416 -4.2088 -2.0282
C6 -3.7483 -4.4969 -0.6648
C7 -3.5986 -5.9726 -0.2133
C8 -2.2558 -6.5643 -0.6473
C9 -1.8619 -1.1747 0.4896
H1 -0.3515 -5.5352 -0.1997
H2 0.0879 -5.0399 -2.6565
H3 -1.7579 -6.5812 -3.6156
H4 -1.6212 -4.9947 -4.3116
H5 -3.8676 -4.8974 -4.0372
H6 -3.8300 -6.1699 -2.7807
H7 -4.0189 -3.2727 -2.4325
H8 -4.2034 -3.7316 0.0088
H9 -4.4338 -6.5566 -0.6393
H10 -3.6769 -6.0454 0.8814
H11 -1.8513 -7.1913 0.1692
H12 -2.3720 -7.2398 -1.5108
H13 -1.6985 -1.6278 1.4888
H14 -2.8378 -0.6980 0.4790
H15 -1.0455 -0.4774 0.2792
P1 -2.1056 -1.3177 -2.1062
P2 1.0411 -3.0027 -2.2777
N1 -3.9476 -1.1353 -2.0511
N2 -1.9099 0.4035 -2.4769
N3 1.9693 -4.3742 -1.2682
N4 2.4194 -2.1242 -2.0749
C10 -1.4561 -2.1642 -3.6487
C11 0.0737 -2.3537 -3.7770
C12 -4.7252 -1.3908 -0.9014
C13 -6.0694 -1.2256 -1.2075
C14 -6.1483 -0.8768 -2.5916
C15 -4.8420 -0.8322 -3.0791
C16 -2.5953 1.4354 -1.8045
C17 -2.7296 2.5333 -2.6347
C18 -2.0487 2.2073 -3.8739
C19 -1.5625 0.9177 -3.7502
C20 2.2001 -4.5574 0.0941
C21 2.6440 -5.8783 0.3435
C22 2.6656 -6.5374 -0.9088
C23 2.2390 -5.6020 -1.8694
C24 3.5430 -2.6506 -2.7403
C25 4.4819 -1.6724 -2.7700
C26 3.9620 -0.5125 -2.0663
C27 2.6912 -0.8128 -1.6234
H16 -1.7529 -1.4835 -4.4541
H17 -2.0138 -3.1073 -3.7515
H18 0.2579 -3.1418 -4.5313
H19 0.5324 -1.3886 -4.0393
H20 -4.2811 -1.6464 0.0548
H21 -6.8700 -1.3622 -0.4940
H22 -7.0531 -0.7073 -3.1671
H23 -4.4859 -0.5876 -4.0668
H24 -2.9415 1.2876 -0.8000
H25 -3.2558 3.4520 -2.3939
H26 -1.9574 2.8282 -4.7504
H27 -0.9852 0.3097 -4.4264
H28 2.0876 -3.7448 0.7939
H29 2.9363 -6.2853 1.3097
H30 3.0038 -7.5550 -1.1104
H31 2.1214 -5.6976 -2.9510
H32 3.5257 -3.6785 -3.0311
H33 5.4348 -1.8019 -3.2313
H34 4.4624 0.4288 -1.9245
H35 1.9858 -0.2910 -0.9772
O1 0.9637 -2.0208 0.5083
N5 0.0375 -2.6957 0.0692
O2 -2.0168 -3.9385 1.5476

So, what does the Löwdin scheme give us? The charges, in e, come out as:
1. Re 1.424
2. C -0.265
3. C -0.184
4. C -0.175
5. C -0.140
6. C -0.090
7. C -0.192
8. C -0.163
9. C -0.150
10. C -0.170
11. H 0.100
12. H 0.040
13. H 0.153
14. H 0.110
15. H 0.149
16. H 0.126
17. H 0.081
18. H 0.104
19. H 0.136
20. H 0.121
21. H 0.138
22. H 0.122
23. H 0.031
24. H -0.004
25. H 0.027
26. P 1.115
27. P 1.172
28. N -0.236
29. N -0.227
30. N -0.178
31. N -0.312
32. C -0.341
33. C -0.273
34. C -0.193
35. C -0.043
36. C -0.041
37. C -0.120
38. C -0.127
39. C -0.030
40. C -0.037
41. C -0.136
42. C -0.134
43. C -0.041
44. C -0.056
45. C -0.186
46. C -0.111
47. C -0.031
48. C -0.021
49. C -0.082
50. H 0.084
51. H 0.047
52. H 0.100
53. H 0.100
54. H 0.073
55. H 0.114
56. H 0.115
57. H 0.114
58. H 0.103
59. H 0.117
60. H 0.111
61. H 0.086
62. H 0.089
63. H 0.117
64. H 0.115
65. H 0.113
66. H 0.097
67. H 0.109
68. H 0.111
69. H 0.110
70. O -0.021
71. N -0.361
72. O -0.307

Molecular formula: C4H10N2O
Method: DFT, ωB97M-V with the def2-TZVPD basis set

Properties
- Gap between HOMO and LUMO: 10.45 eV
- SMILES: CCC(=O)NCN
- HOMO: -9.534 eV

Cartesian coordinates (Å):
C1 -1.0284 0.3298 -2.2798
C2 -1.1065 -0.2240 -0.8514
C3 -0.2091 -1.2191 -0.2362
O1 -0.5729 -2.3958 -0.2328
N1 0.8757 -0.7523 0.5049
C4 0.6219 0.1049 1.7064
N2 1.5485 1.3409 1.9240
H1 -0.4690 1.3613 -2.2108
H2 -0.3515 -0.2763 -2.7994
H3 -1.9347 0.3273 -2.6891
H4 -1.1842 0.7841 -0.4005
H5 -2.0330 -0.7302 -0.7971
H6 1.4635 -1.5796 0.7350
H7 -0.4071 0.4846 1.6690
H8 0.7548 -0.4429 2.6283
H9 1.5607 1.8077 1.0198
H10 2.4713 1.0796 2.3094

So, what does the Löwdin scheme give us? The charges, in e, come out as:
1. C -0.068
2. C -0.182
3. C -0.491
4. O 0.063
5. N 0.042
6. C -0.216
7. N -0.010
8. H 0.119
9. H 0.054
10. H 0.025
11. H 0.113
12. H 0.102
13. H 0.138
14. H 0.105
15. H 0.102
16. H 0.046
17. H 0.059

Molecular formula: C12H16N2O
Method: DFT, ωB97M-V with the def2-TZVPD basis set

Properties
- Gap between HOMO and LUMO: 8.77 eV
- SMILES: Cc1c[nH]c2ccccc12.CCC(N)=O
- HOMO: -8.103 eV

Cartesian coordinates (Å):
C1 -3.0207 0.9157 1.2230
C2 -1.9793 1.1325 0.1675
C3 -1.3615 2.3614 -0.0474
N1 -0.4995 2.1934 -1.1084
C4 -0.5255 0.9320 -1.6109
C5 0.2978 0.2909 -2.5565
C6 0.0672 -1.0339 -2.9564
C7 -0.9095 -1.7041 -2.1638
C8 -1.5490 -1.1654 -1.1014
C9 -1.4797 0.2006 -0.8046
H1 -3.9579 1.2169 0.7586
H2 -2.5933 1.3965 2.1657
H3 -3.1203 -0.0674 1.6814
H4 -1.4789 3.3824 0.2783
H5 0.1228 2.8956 -1.4918
H6 1.1909 0.7737 -2.9389
H7 0.7794 -1.4666 -3.6228
H8 -1.1713 -2.6290 -2.6420
H9 -2.2557 -1.7541 -0.4685
C10 2.0328 -2.1028 0.6004
C11 1.5258 -1.1092 1.6976
C12 2.4596 0.0239 1.8803
N2 1.9249 1.3270 1.8960
O1 3.6186 -0.0105 2.2397
H10 2.6429 -2.8282 1.1492
H11 2.4865 -1.5761 -0.2582
H12 1.2562 -2.8177 0.1799
H13 0.4543 -0.7881 1.5562
H14 1.4703 -1.7433 2.6047
H15 2.4989 2.1266 2.1801
H16 1.0731 1.6271 1.5130

So, what does the Löwdin scheme give us? The charges, in e, come out as:
1. C -0.058
2. C -0.244
3. C -0.053
4. N 0.046
5. C -0.208
6. C -0.033
7. C -0.070
8. C -0.123
9. C -0.059
10. C -0.131
11. H 0.080
12. H 0.101
13. H 0.064
14. H 0.122
15. H 0.158
16. H 0.101
17. H 0.091
18. H 0.093
19. H 0.125
20. C -0.091
21. C -0.168
22. C -0.540
23. N 0.143
24. O 0.044
25. H 0.067
26. H 0.078
27. H 0.080
28. H 0.111
29. H 0.123
30. H 0.109
31. H 0.043

Taking the records one at a time from the top gives calculated total energy values of -2234.0228, -343.1139, -651.5861 Ha.
Taking the records one at a time from the top gives relative energy (zero: lowest compared OMol25 entry of this formula, charge and spin) values of 52.9, 54.9, 36.0 kcal per mole.